{"formula": "C3H17N2O7", "method": "ωB97M-V with the def2-TZVPD basis set", "homo_ev": -5.818, "total_energy_ha": -760.68600, "e_lumo_ev": 3.3, "total_charge": -1, "orbital_gap_ha": 0.336, "species": ["O", "C", "N", "C", "N", "C", "O", "H", "H", "H", "H", "H", "H", "H", "H", "H", "O", "H", "H", "O", "H", "H", "O", "H", "H", "O", "H", "H", "O"], "xyz": [[0.549, 2.801, -0.082], [-0.379, 2.155, -0.583], [-0.697, 2.262, -1.923], [-1.189, 1.346, 0.397], [-0.167, 0.488, 1.083], [-0.956, -0.364, 2.009], [-1.115, -1.634, 1.543], [-1.344, 1.497, -2.091], [-0.064, 2.695, -2.644], [-2.161, 0.779, 0.153], [-1.577, 2.105, 1.076], [0.388, 0.039, 0.499], [-2.057, 0.033, 2.114], [-0.178, -0.448, 2.908], [-2.140, -2.996, 0.518], [-1.572, -2.413, -0.976], [-1.899, -3.269, -0.372], [2.760, 2.362, 2.091], [1.508, 2.954, 1.734], [2.284, 3.151, 2.127], [-1.185, -1.674, -2.447], [-0.930, -1.791, 0.619], [-1.052, -1.252, -1.665], [2.860, -2.613, -0.948], [3.199, -1.594, 0.026], [3.617, -2.413, -0.427], [1.869, -0.698, -2.008], [0.264, -0.884, -1.453], [1.364, -0.625, -1.277]], "forces_ev_per_angstrom": [[-0.85, -0.44, -0.87], [1.76, 2.31, -0.64], [-0.27, -0.60, 0.94], [-0.17, -1.10, -0.05], [-6.40, 3.64, 4.10], [2.15, 0.84, 0.49], [-0.29, -1.90, 0.76], [0.33, 0.18, -1.26], [-1.02, -1.05, 1.54], [1.66, 0.52, -0.76], [0.37, 0.06, 0.42], [3.06, -2.82, -3.48], [2.41, 0.01, 0.75], [-2.58, 0.31, -0.82], [-0.15, 0.05, -0.31], [-0.62, -1.10, 1.59], [0.31, 0.44, -1.25], [1.25, -1.92, -0.08], [-4.28, -0.93, -2.47], [3.08, 2.85, 2.51], [-0.34, -1.65, -3.81], [0.32, 0.39, -0.67], [0.60, 2.18, 3.62], [-1.07, -0.61, -0.95], [1.20, -1.78, -0.98], [-0.21, 2.43, 1.90], [2.23, -0.33, -3.83], [1.31, -0.12, -0.53], [-3.78, 0.14, 4.13]]}